Computed, not measured: a 12-piece molecular cluster, C48H132N12O12 overall in a non-equilibrium geometry, with wB97M-V/def2-TZVPD.

Values from the calculation:
gap between HOMO and LUMO	9.0	eV
E_tot	-94355.812	eV
energy relative to the best compared isomer or geometry (same formula, charge and spin)	172.2	kcal/mol
charge	0
SMILES	COC[C@H](C)N.COC[C@H](C)N.COC[C@H](C)N.COC[C@H](C)N.COC[C@H](C)N.COC[C@H](C)N.COC[C@H](C)N.COC[C@H](C)N.COC[C@H](C)N.COC[C@H](C)N.COC[C@H](C)N.COC[C@H](C)N
molecular weight	1069.656	g mol⁻¹

Each line ends with the Löwdin charge.
CARTESIAN COORDINATES (ANGSTROEM)
C (4.687, -8.852, 4.555)  -0.053
C (5.193, -9.501, 3.209)  -0.420
C (4.920, -8.661, 1.939)  -0.198
O (3.495, -8.667, 1.710)  -0.226
C (3.044, -8.477, 0.304)  -0.062
N (6.620, -9.711, 3.369)  0.026
H (3.640, -8.553, 4.526)  0.071
H (5.334, -8.011, 4.808)  0.065
H (4.786, -9.536, 5.397)  0.070
H (4.605, -10.414, 3.117)  0.131
H (5.405, -9.117, 1.076)  0.115
H (5.206, -7.617, 2.068)  0.123
H (3.631, -7.720, -0.216)  0.081
H (1.958, -8.391, 0.313)  0.079
H (3.177, -9.430, -0.209)  0.074
H (7.102, -9.790, 2.485)  0.063
H (6.994, -8.829, 3.686)  0.061
C (-4.885, -3.215, -6.672)  -0.067
C (-4.510, -3.290, -5.237)  -0.479
C (-5.676, -3.452, -4.255)  -0.212
O (-6.500, -2.317, -4.330)  -0.192
C (-7.736, -2.403, -3.637)  -0.101
N (-3.455, -4.268, -4.997)  0.044
H (-5.417, -4.155, -6.823)  0.085
H (-3.986, -3.162, -7.286)  0.079
H (-5.526, -2.357, -6.872)  0.084
H (-4.177, -2.269, -5.049)  0.126
H (-5.349, -3.553, -3.220)  0.121
H (-6.173, -4.386, -4.519)  0.126
H (-8.489, -3.072, -4.053)  0.088
H (-8.235, -1.434, -3.598)  0.081
H (-7.460, -2.560, -2.595)  0.084
H (-2.731, -4.262, -5.701)  0.065
H (-2.985, -4.139, -4.112)  0.066
C (0.558, -1.095, -1.014)  -0.041
C (-0.763, -1.706, -0.404)  -0.444
C (-1.993, -0.850, -0.632)  -0.178
O (-1.767, 0.442, 0.034)  -0.209
C (-2.829, 1.391, -0.213)  -0.103
N (-0.989, -3.046, -0.875)  0.023
H (1.368, -1.815, -1.127)  0.066
H (0.881, -0.265, -0.384)  0.069
H (0.459, -0.632, -1.996)  0.070
H (-0.625, -1.722, 0.677)  0.128
H (-2.886, -1.251, -0.154)  0.122
H (-2.128, -0.709, -1.705)  0.123
H (-2.546, 2.409, 0.054)  0.082
H (-3.713, 1.078, 0.343)  0.079
H (-3.117, 1.440, -1.264)  0.076
H (-1.778, -3.558, -0.507)  0.070
H (-0.224, -3.599, -0.517)  0.069
C (-1.290, 9.022, -5.630)  -0.063
C (-1.062, 7.591, -6.044)  -0.449
C (-0.773, 6.670, -4.829)  -0.240
O (-0.313, 5.470, -5.400)  -0.190
C (-0.203, 4.430, -4.417)  -0.095
N (-2.213, 6.984, -6.644)  0.035
H (-2.299, 9.148, -5.237)  0.078
H (-1.140, 9.726, -6.448)  0.078
H (-0.567, 9.272, -4.854)  0.074
H (-0.206, 7.581, -6.718)  0.141
H (-1.584, 6.721, -4.103)  0.128
H (0.062, 7.047, -4.238)  0.115
H (-1.201, 4.219, -4.033)  0.079
H (0.455, 4.592, -3.564)  0.087
H (-0.004, 3.484, -4.921)  0.085
H (-1.931, 6.020, -6.752)  0.063
H (-3.010, 6.983, -6.024)  0.072
C (-7.537, -7.182, 1.870)  -0.074
C (-6.044, -6.854, 1.554)  -0.382
C (-5.005, -7.306, 2.623)  -0.227
O (-3.712, -6.944, 2.249)  -0.211
C (-2.668, -7.458, 3.073)  -0.084
N (-5.799, -7.636, 0.326)  0.012
H (-7.946, -6.557, 2.664)  0.067
H (-7.693, -8.234, 2.110)  0.071
H (-8.221, -6.990, 1.044)  0.072
H (-6.000, -5.792, 1.313)  0.132
H (-5.117, -8.385, 2.728)  0.124
H (-5.236, -6.730, 3.519)  0.123
H (-2.828, -8.536, 3.070)  0.083
H (-2.731, -7.128, 4.110)  0.085
H (-1.749, -7.145, 2.577)  0.090
H (-4.808, -7.700, 0.144)  0.056
H (-6.022, -8.618, 0.397)  0.063
C (6.924, 1.139, -4.246)  -0.064
C (8.193, 1.790, -4.792)  -0.479
C (9.504, 1.198, -4.249)  -0.163
O (10.661, 1.874, -4.834)  -0.214
C (11.787, 1.914, -3.999)  -0.115
N (8.148, 1.657, -6.204)  0.026
H (6.896, 0.132, -4.665)  0.075
H (5.981, 1.620, -4.508)  0.077
H (6.994, 0.970, -3.172)  0.072
H (8.180, 2.864, -4.607)  0.133
H (9.503, 0.112, -4.342)  0.128
H (9.523, 1.417, -3.181)  0.113
H (12.028, 0.916, -3.633)  0.092
H (11.416, 2.527, -3.178)  0.079
H (12.526, 2.559, -4.475)  0.093
H (9.024, 2.002, -6.570)  0.070
H (7.458, 2.330, -6.504)  0.078
C (8.151, -8.459, -5.834)  -0.079
C (7.555, -7.092, -6.120)  -0.426
C (8.168, -6.010, -5.201)  -0.188
O (7.873, -6.290, -3.829)  -0.200
C (7.698, -5.122, -3.027)  -0.112
N (7.794, -6.876, -7.567)  0.029
H (7.782, -9.197, -6.546)  0.072
H (7.989, -8.839, -4.825)  0.076
H (9.222, -8.386, -6.019)  0.081
H (6.480, -7.174, -5.957)  0.132
H (7.859, -4.996, -5.456)  0.111
H (9.249, -5.881, -5.150)  0.129
H (8.469, -4.357, -3.121)  0.082
H (7.649, -5.459, -1.992)  0.085
H (6.763, -4.604, -3.238)  0.082
H (7.086, -7.455, -7.995)  0.067
H (7.481, -5.925, -7.697)  0.060
C (-3.095, -2.018, 5.652)  -0.064
C (-2.514, -1.006, 6.708)  -0.402
C (-1.877, -1.710, 7.938)  -0.185
O (-2.841, -2.094, 8.931)  -0.187
C (-3.329, -0.980, 9.686)  -0.107
N (-1.479, -0.246, 5.984)  0.024
H (-3.706, -1.466, 4.938)  0.066
H (-3.797, -2.731, 6.083)  0.071
H (-2.401, -2.606, 5.052)  0.073
H (-3.323, -0.318, 6.957)  0.116
H (-1.143, -1.072, 8.430)  0.110
H (-1.270, -2.527, 7.546)  0.123
H (-3.690, -0.175, 9.046)  0.069
H (-2.598, -0.537, 10.362)  0.085
H (-4.222, -1.306, 10.219)  0.088
H (-1.394, 0.695, 6.340)  0.061
H (-1.741, -0.136, 5.014)  0.060
C (3.961, -2.530, 5.622)  -0.068
C (4.718, -1.788, 6.694)  -0.415
C (5.898, -2.527, 7.311)  -0.174
O (5.935, -2.565, 8.770)  -0.196
C (6.464, -3.768, 9.270)  -0.124
N (4.952, -0.358, 6.277)  0.021
H (3.541, -1.861, 4.871)  0.073
H (3.135, -3.136, 5.994)  0.082
H (4.632, -3.173, 5.054)  0.072
H (4.006, -1.662, 7.509)  0.125
H (6.841, -2.121, 6.944)  0.124
H (5.924, -3.525, 6.873)  0.107
H (7.417, -3.964, 8.778)  0.084
H (5.778, -4.560, 8.971)  0.083
H (6.506, -3.723, 10.359)  0.090
H (4.033, -0.009, 6.045)  0.054
H (5.288, 0.254, 7.007)  0.061
C (-3.335, 10.082, 0.062)  -0.065
C (-2.772, 11.457, -0.241)  -0.471
C (-3.776, 12.554, -0.389)  -0.191
O (-4.664, 12.311, -1.525)  -0.179
C (-5.548, 13.403, -1.780)  -0.124
N (-1.686, 11.805, 0.660)  0.038
H (-3.965, 10.120, 0.951)  0.082
H (-2.612, 9.272, -0.036)  0.077
H (-3.985, 9.833, -0.778)  0.070
H (-2.395, 11.386, -1.262)  0.136
H (-3.315, 13.537, -0.477)  0.124
H (-4.384, 12.597, 0.515)  0.122
H (-6.116, 13.380, -2.709)  0.084
H (-5.063, 14.375, -1.880)  0.076
H (-6.244, 13.594, -0.963)  0.080
H (-1.021, 11.052, 0.770)  0.070
H (-2.034, 12.016, 1.584)  0.069
C (1.495, 4.572, 3.516)  -0.072
C (0.481, 5.733, 3.821)  -0.382
C (0.118, 5.845, 5.354)  -0.174
O (-0.340, 4.577, 5.879)  -0.188
C (-0.755, 4.594, 7.239)  -0.116
N (1.173, 6.948, 3.323)  0.014
H (1.043, 3.612, 3.762)  0.067
H (2.346, 4.677, 4.189)  0.075
H (1.898, 4.601, 2.503)  0.069
H (-0.409, 5.545, 3.222)  0.124
H (-0.624, 6.635, 5.464)  0.119
H (0.984, 6.243, 5.884)  0.114
H (-0.089, 5.169, 7.882)  0.081
H (-0.749, 3.615, 7.719)  0.078
H (-1.758, 4.992, 7.390)  0.083
H (1.828, 6.655, 2.613)  0.050
H (1.786, 7.250, 4.066)  0.056
C (-7.993, 6.214, -1.909)  -0.087
C (-8.909, 5.219, -2.556)  -0.448
C (-8.176, 4.193, -3.427)  -0.207
O (-7.251, 4.745, -4.365)  -0.180
C (-6.571, 3.758, -5.124)  -0.104
N (-9.704, 4.666, -1.450)  0.034
H (-7.128, 5.779, -1.407)  0.084
H (-8.602, 6.739, -1.173)  0.075
H (-7.557, 6.889, -2.646)  0.080
H (-9.506, 5.818, -3.243)  0.139
H (-8.963, 3.635, -3.934)  0.120
H (-7.732, 3.452, -2.762)  0.122
H (-6.199, 4.159, -6.066)  0.082
H (-7.230, 2.918, -5.347)  0.089
H (-5.615, 3.536, -4.651)  0.082
H (-10.046, 5.494, -0.983)  0.057
H (-8.981, 4.390, -0.800)  0.063